Below is the molecule C5H6O2, with properties calculated with the ωB97M-V functional and the def2-TZVPD basis.

The value obtained for the total energy is -9369.619 eV. Its relative energy (zero: lowest compared OMol25 entry of this formula, charge and spin) is 721.4 kJ/mol. As for the net charge: 0. Its gap between HOMO and LUMO (alpha / beta) is 7.8 / 7.8 eV. For the largest force on an atom, the calculation gives 0.37 eV/A. For the HOMO energy (alpha / beta), the calculation gives -0.2612 / -0.2612 hartree.

Each line ends with the Mulliken charge.
Geometry (Å):
1 C 0.435 0.367 1.559  0.006
2 O 0.899 -0.778 1.047  -0.351
3 C 0.309 -1.127 -0.213  -0.399
4 C -0.993 -0.464 -0.452  -0.037
5 O -0.994 0.714 0.311  -0.391
6 C 0.261 1.269 -0.530  -0.664
7 C 0.269 -0.059 -1.246  -0.160
8 H 1.173 1.148 1.694  0.335
9 H -0.314 0.269 2.352  0.230
10 H 0.463 -2.169 -0.469  0.407
11 H -1.949 -0.952 -0.630  0.406
12 H -0.220 2.028 -1.163  0.211
13 H 0.572 -0.229 -2.276  0.407

Atoms 1-6, force components in eV/Å:
C 0.0 0.0 0.2
O 0.0 0.2 0.0
C -0.1 -0.1 -0.2
C -0.3 -0.2 0.0
O 0.2 0.0 0.1
C -0.1 0.0 -0.1